(1)
Computed, not measured: 2 unconnected molecules or ions with the total composition C9H9NS in a non-equilibrium geometry, with ωB97M-V/def2-TZVPD.

- HOMO level (Ha) = -0.3051
- LUMO level (eV) = -0.218
- SMILES = N#CC1=CC=CCC1.C=C=S
- strongest force on any atom (eV Å⁻¹) = 4.34
- gap between HOMO and LUMO (eV) = 8.08
- total charge = 0
- electronic energy (eV) = -21800.120

Each line ends with the Löwdin charge.
Element x y z (Å)
N (-3.028, 1.926, -0.086)  0.17
C (-1.951, 1.545, 0.018)  -0.22
C (-0.661, 0.967, 0.004)  -0.25
C (-0.226, 0.469, -1.146)  -0.07
C (1.089, -0.173, -1.343)  -0.08
C (1.949, -0.219, -0.255)  -0.07
C (1.610, 0.446, 1.053)  -0.18
C (0.130, 0.776, 1.310)  -0.12
H (-0.821, 0.457, -1.944)  0.08
H (1.221, -0.678, -2.263)  0.09
H (2.901, -0.742, -0.198)  0.11
H (2.295, 1.337, 1.103)  0.14
H (2.057, -0.031, 1.808)  0.06
H (-0.306, -0.064, 1.806)  0.08
H (0.014, 1.589, 2.081)  0.14
C (-2.914, -1.177, 0.262)  -0.10
C (-1.675, -1.534, 0.196)  -0.80
S (-0.467, -2.485, 0.257)  0.82
H (-3.765, -1.762, 0.875)  0.13
H (-3.336, -0.442, -0.475)  0.06

***

(2)
Computed, not measured: a molecular structure, CBr2Cl2S in a non-equilibrium geometry, with ωB97M-V/def2-TZVPD.

- HOMO level (alpha / beta) (Ha) = -0.3798 / -0.3800
- LUMO level (alpha / beta) (eV) = -4.262 / -4.263
- strongest force on any atom (eV Å⁻¹) = 2.56
- gap between HOMO and LUMO (alpha / beta) (eV) = 6.07 / 6.08
- total charge = 0
- electronic energy (eV) = -176998.672

Each line ends with the Löwdin charge.
Element x y z (Å)
C (0.477, 0.016, -0.168)  -2.12
S (-0.094, 1.189, 1.042)  0.59
Cl (0.153, 0.472, -1.843)  0.50
Cl (-2.849, 0.049, 0.609)  -0.13
Br (2.428, 0.095, 0.223)  0.60
Br (-0.116, -1.821, 0.137)  0.55

***

(3)
Computed, not measured: a molecular structure, CBr2Cl3P in a non-equilibrium geometry, with ωB97M-V/def2-TZVPD.

- HOMO level (alpha / beta) (Ha) = -0.2754 / -0.3793
- LUMO level (alpha / beta) (eV) = 0.393 / -2.286
- strongest force on any atom (eV Å⁻¹) = 2.34
- gap between HOMO and LUMO (alpha / beta) (eV) = 7.89 / 8.04
- total charge = 0
- 2S+1 = 3
- electronic energy (eV) = -187975.841

Each line ends with the Löwdin spin population.
Element x y z (Å)
C (1.155, 0.126, 0.107)  0.62
P (-1.599, -0.729, 0.744)  0.68
Cl (2.395, -0.254, 1.209)  0.13
Cl (1.473, -0.636, -1.329)  0.15
Cl (0.789, 1.833, -0.053)  0.12
Br (-2.195, 1.254, 0.494)  0.16
Br (-2.019, -1.593, -1.171)  0.14

***

(4)
Computed, not measured: 2 unconnected molecules or ions with the total composition CBr2N2 in a non-equilibrium geometry, with ωB97M-V/def2-TZVPD.

- HOMO level (alpha / beta) (Ha) = -0.3886 / -0.3907
- LUMO level (alpha / beta) (eV) = -2.898 / -3.244
- strongest force on any atom (eV Å⁻¹) = 4.91
- gap between HOMO and LUMO (alpha / beta) (eV) = 7.68 / 7.39
- total charge = 0
- electronic energy (eV) = -144097.614

Each line ends with the Löwdin charge.
Element x y z (Å)
C (0.261, 0.250, 0.324)  -0.52
N (0.712, -0.461, -0.515)  0.19
N (-0.467, 0.813, 1.106)  -0.39
Br (-0.443, 2.573, 1.583)  0.73
Br (-0.063, -3.175, -2.498)  -0.02

***

(5)
Computed, not measured: 2 unconnected molecules or ions with the total composition CBr3NO in a non-equilibrium geometry, with ωB97M-V/def2-TZVPD.

- HOMO level (Ha) = -0.3601
- LUMO level (eV) = -1.649
- SMILES = [O-][N+]#CBr.BrBr
- strongest force on any atom (eV Å⁻¹) = 1.58
- gap between HOMO and LUMO (eV) = 8.15
- total charge = 0
- electronic energy (eV) = -214697.962

Each line ends with the Löwdin charge.
Element x y z (Å)
O (-0.595, 1.877, -1.216)  0.04
N (0.045, 0.894, -1.087)  -0.23
C (0.465, -0.118, -0.661)  -0.73
Br (1.709, -1.391, -1.013)  0.74
Br (0.016, -1.425, 1.948)  0.09
Br (-1.640, 0.163, 2.030)  0.09

***

(6)
Computed, not measured: 2 unconnected molecules or ions with the total composition CBrClFO2S in a non-equilibrium geometry, with ωB97M-V/def2-TZVPD.

- HOMO level (alpha / beta) (Ha) = -0.1335 / -0.1335
- LUMO level (alpha / beta) (eV) = 3.169 / 3.169
- strongest force on any atom (eV Å⁻¹) = 1.93
- gap between HOMO and LUMO (alpha / beta) (eV) = 6.80 / 6.80
- total charge = -1
- electronic energy (eV) = -101249.854

Each line ends with the Löwdin charge.
Element x y z (Å)
C (0.517, 1.032, 0.056)  -1.19
O (-1.128, -2.128, 1.215)  -0.47
O (-0.506, -2.381, -1.121)  -0.47
F (-0.307, 1.771, 0.964)  -0.30
S (-1.112, -1.592, -0.097)  0.76
Cl (2.198, 1.277, 0.657)  0.34
Br (0.339, 2.022, -1.675)  0.33

***

(7)
Computed, not measured: 2 unconnected molecules or ions with the total composition CBrClFO2S in a non-equilibrium geometry, with ωB97M-V/def2-TZVPD.

- HOMO level (alpha / beta) (Ha) = -0.1302 / -0.1302
- LUMO level (alpha / beta) (eV) = 3.310 / 3.309
- strongest force on any atom (eV Å⁻¹) = 2.46
- gap between HOMO and LUMO (alpha / beta) (eV) = 6.85 / 6.85
- total charge = -1
- electronic energy (eV) = -101249.842

Each line ends with the Löwdin charge.
Element x y z (Å)
C (-0.086, -0.859, -0.604)  -1.24
O (-1.046, 1.214, 1.599)  -0.52
O (0.928, 2.229, 0.834)  -0.51
F (-0.608, -1.961, 0.044)  -0.22
S (0.386, 1.034, 1.447)  0.74
Cl (-1.220, -0.237, -1.847)  0.39
Br (1.646, -1.422, -1.472)  0.35

***

(8)
Computed, not measured: 2 unconnected molecules or ions with the total composition CBrClNO2P in a non-equilibrium geometry, with ωB97M-V/def2-TZVPD.

- HOMO level (alpha / beta) (Ha) = -0.3946 / -0.3945
- LUMO level (alpha / beta) (eV) = -5.854 / -5.853
- strongest force on any atom (eV Å⁻¹) = 3.37
- gap between HOMO and LUMO (alpha / beta) (eV) = 4.88 / 4.88
- total charge = 0
- electronic energy (eV) = -98471.994

Each line ends with the Löwdin charge.
Element x y z (Å)
C (0.739, 0.515, -0.719)  -0.44
N (1.483, 0.505, -1.591)  0.21
O (-1.682, 0.107, 2.153)  -0.32
O (-0.175, 0.585, 0.159)  -0.21
P (-1.207, -0.520, 0.946)  0.54
Cl (1.183, -3.105, -0.008)  -0.18
Br (-2.949, -0.459, -0.555)  0.40

***

(9)
Computed, not measured: 2 unconnected molecules or ions with the total composition CBrF4N in a non-equilibrium geometry, with ωB97M-V/def2-TZVPD.

- HOMO level (Ha) = -0.4099
- LUMO level (eV) = -2.064
- strongest force on any atom (eV Å⁻¹) = 4.62
- gap between HOMO and LUMO (eV) = 9.09
- total charge = 0
- electronic energy (eV) = -83435.488

Each line ends with the Löwdin charge.
Element x y z (Å)
C (-0.501, 0.338, 0.047)  -0.85
N (0.604, -0.356, -0.441)  -0.37
F (-0.711, 1.364, -0.696)  0.20
F (-0.533, 0.743, 1.283)  0.19
F (-1.612, -0.488, -0.200)  0.09
F (0.485, -1.893, 0.344)  -0.16
Br (2.268, 0.292, -0.335)  0.90

***

(10)
Computed, not measured: 2 unconnected molecules or ions with the total composition CBrFN2O2 in a non-equilibrium geometry, with ωB97M-V/def2-TZVPD.

- HOMO level (Ha) = -0.3347
- LUMO level (eV) = -2.798
- strongest force on any atom (eV Å⁻¹) = 4.45
- gap between HOMO and LUMO (eV) = 6.31
- total charge = 0
- electronic energy (eV) = -80862.967

Each line ends with the Löwdin charge.
Element x y z (Å)
C (-0.921, -0.192, 0.156)  -0.70
N (-0.252, -1.148, 0.027)  0.03
N (1.120, 1.287, 0.008)  -0.22
O (1.827, 0.361, -0.040)  0.15
O (1.033, 2.459, -0.035)  0.17
F (-0.822, -2.625, -0.059)  -0.17
Br (-2.591, 0.619, -0.007)  0.73

***

(11)
Computed, not measured: CBrIOS in the gas phase in a non-equilibrium geometry, with ωB97M-V/def2-TZVPD.

- HOMO level (Ha) = -0.3534
- LUMO level (eV) = -1.295
- SMILES = O=C(I)SBr
- strongest force on any atom (eV Å⁻¹) = 9.09
- gap between HOMO and LUMO (eV) = 8.32
- total charge = 0
- electronic energy (eV) = -92058.816

Each line ends with the Löwdin charge.
Element x y z (Å)
O (-0.038, 1.620, 0.024)  -0.40
C (0.492, 0.046, -0.064)  -1.26
I (2.545, -0.098, 0.015)  0.91
S (-0.534, -1.271, 0.021)  0.40
Br (-2.465, -0.297, 0.005)  0.35

***

(12)
Computed, not measured: 2 unconnected molecules or ions with the total composition CBrN5O2 in a non-equilibrium geometry, with ωB97M-V/def2-TZVPD.

- HOMO level (alpha / beta) (Ha) = -0.2718 / -0.4273
- LUMO level (alpha / beta) (eV) = -0.415 / -4.149
- strongest force on any atom (eV Å⁻¹) = 8.74
- gap between HOMO and LUMO (alpha / beta) (eV) = 6.98 / 7.48
- total charge = 0
- 2S+1 = 3
- electronic energy (eV) = -82614.153

Each line ends with the Löwdin spin population.
Element x y z (Å)
C (-2.082, 0.137, 1.459)  0.00
N (0.589, 0.510, -0.301)  0.62
N (-2.235, 1.253, 1.489)  0.00
N (0.699, 1.217, -1.281)  0.34
N (0.718, 1.985, -2.093)  0.78
N (1.242, -0.828, -0.267)  0.15
O (1.417, -1.339, -1.337)  0.07
O (1.525, -1.243, 0.800)  0.04
Br (-1.872, -1.692, 1.532)  0.00